No. 1
C20H19AsN7O5PRuS4 | ωB97M-V/def2-TZVPD

Summary:
- electronic energy (hartree) = -5797.94498
- HOMO (alpha / beta) (Ha) = -0.112 / -0.133
- expectation value of S² = 0.76
- charge = -1
- ΔE to the lowest compared entry with this formula, charge and spin (eV) = 0.126
- multiplicity = 2

Element x y z (Å)
Ru: 0.6679 0.9137 -0.2685
C: -4.1409 1.7988 2.3705
N: -3.2182 1.6897 1.2580
C: -3.5271 1.8532 -0.0682
C: -2.3765 1.6295 -0.7666
N: -1.3767 1.3398 0.1149
C: -1.8969 1.3778 1.3275
P: -0.9738 0.8982 2.8217
C: 0.4719 1.9608 2.5523
N: 1.2357 1.8825 1.4745
C: 2.3006 2.7157 1.6728
C: 2.1724 3.3071 2.8940
N: 1.0154 2.8258 3.4481
C: 0.5197 3.1202 4.7768
C: -0.2701 -0.6295 2.1647
N: 0.3225 -0.7555 0.9825
C: 0.7797 -2.0299 0.8876
C: 0.4656 -2.6949 2.0394
N: -0.1983 -1.8096 2.8376
C: -0.6834 -2.0835 4.1748
H: -5.1131 2.0930 1.9837
H: -3.8014 2.5520 3.0798
H: -4.2401 0.8446 2.8863
H: -4.5214 2.1107 -0.3888
H: -2.1927 1.6522 -1.8273
H: 3.0881 2.7978 0.9428
H: 2.7986 4.0104 3.4140
H: 1.1081 3.9352 5.1902
H: 0.6124 2.2521 5.4289
H: -0.5246 3.4262 4.7372
H: 1.3436 -2.3680 0.0345
H: 0.7095 -3.6928 2.3556
H: -0.4273 -3.1096 4.4239
H: -1.7651 -1.9637 4.2295
H: -0.2116 -1.4213 4.8997
S: 3.5032 -3.9947 1.4944
As: 4.6080 -2.4449 0.5453
S: 2.9867 0.4919 -0.6431
S: 3.4309 -1.4338 -1.1886
S: 5.5080 -0.9761 1.7320
O: 0.6565 1.4407 -3.3736
C: 0.3465 0.2861 -3.0974
O: 0.0956 -0.1763 -1.9310
C: 0.2150 -0.7324 -4.2072
C: 0.5796 -0.3801 -5.4997
C: 0.4849 -1.2969 -6.5381
C: 0.0093 -2.5743 -6.2967
C: -0.3555 -2.9027 -5.0001
C: -0.2492 -2.0149 -3.9455
N: -0.8859 -4.2512 -4.7450
O: -1.2665 -4.5133 -3.6225
O: -0.9318 -5.0317 -5.6807
H: 0.9470 0.6241 -5.6640
H: 0.7837 -1.0170 -7.5399
H: -0.0818 -3.3101 -7.0809
H: -0.5101 -2.3018 -2.9385
O: 1.0530 3.5820 -1.6015
C: 0.9206 2.4985 -1.2619

No. 2
C20H19BiN6O2S | ωB97M-V/def2-TZVPD

Summary:
- electronic energy (hartree) = -1864.71208
- HOMO (Ha) = -0.505
- charge = +2
- ΔE to the lowest compared entry with this formula, charge and spin (eV) = 0.000

Element x y z (Å)
Bi: -0.1673 1.1722 -0.5558
C: -2.0330 -0.8599 1.6332
O: -2.1187 0.1805 0.6223
C: -2.9498 1.2919 1.0656
C: -2.1549 2.2162 1.9591
O: -1.0904 2.8115 1.2009
C: -1.3929 4.1373 0.7177
H: -3.0379 -1.2177 1.8510
H: -1.5634 -0.4893 2.5438
H: -1.4373 -1.6706 1.2223
H: -3.8352 0.8909 1.5582
H: -3.2718 1.8080 0.1593
H: -1.6897 1.6776 2.7843
H: -2.7932 2.9908 2.3859
H: -1.5768 4.7973 1.5631
H: -2.2622 4.1287 0.0564
H: -0.5174 4.4926 0.1779
N: 3.4498 -0.3332 -2.6397
C: 4.4970 0.6333 -2.7428
C: 5.6429 0.2985 -3.4377
C: 6.6761 1.2202 -3.5445
C: 6.5552 2.4657 -2.9533
C: 5.4001 2.7980 -2.2558
C: 4.3710 1.8794 -2.1545
S: 2.9341 2.3497 -1.2341
N: 1.9344 0.9486 -1.4189
C: 2.2961 -0.1505 -2.0165
C: 1.3038 -1.2700 -1.9997
C: 1.5807 -2.5462 -2.4385
C: 0.5770 -3.5092 -2.4050
C: -0.6799 -3.1650 -1.9450
C: -0.8850 -1.8751 -1.4897
N: 0.0894 -0.9575 -1.4996
H: 3.6177 -1.2147 -3.0951
H: 5.7367 -0.6795 -3.8968
H: 7.5730 0.9597 -4.0886
H: 7.3582 3.1857 -3.0283
H: 5.3080 3.7722 -1.7901
H: 2.5674 -2.8303 -2.7732
H: 0.7874 -4.5175 -2.7361
H: -1.4926 -3.8775 -1.9214
H: -1.8467 -1.5591 -1.1070
N: 0.9293 0.5482 1.1966
C: 1.1346 -0.5823 1.4899
C: 1.4118 -1.8760 1.7375
C: 0.6365 -2.6157 2.6736
N: -0.0141 -3.1659 3.4465
C: 2.4603 -2.4035 0.9217
N: 3.2701 -2.7213 0.1669

No. 3
C20H19BrN2O3 | ωB97M-V/def2-TZVPD

Summary:
- electronic energy (hartree) = -3682.76195
- HOMO (Ha) = -0.302
- charge = 0
- SMILES = C=CCNC(=O)/C(=C\c1ccc(Br)cc1)NC(=O)c1ccccc1OC
- ΔE to the lowest compared entry with this formula, charge and spin (eV) = 1.995

Element x y z (Å)
C: -2.9342 -4.2337 -0.0472
C: -1.7208 -4.4747 -0.5058
C: -0.4680 -4.2018 0.2763
N: 0.2315 -3.0470 -0.2621
C: 0.1637 -1.8321 0.3367
O: -0.3218 -1.6480 1.4300
C: 0.8244 -0.7406 -0.4700
C: 0.1505 0.3108 -0.9573
C: -1.2652 0.5799 -0.7547
C: -2.2349 -0.4209 -0.6912
C: -3.5626 -0.1086 -0.4744
C: -3.9329 1.2167 -0.3246
Br: -5.7625 1.6499 -0.0207
C: -2.9966 2.2338 -0.4066
C: -1.6735 1.9103 -0.6292
N: 2.1949 -0.9234 -0.6368
C: 3.2127 0.0006 -0.6844
O: 4.3371 -0.3688 -0.9466
C: 2.8716 1.4198 -0.3962
C: 3.3048 2.4112 -1.2638
C: 3.0175 3.7417 -1.0137
C: 2.3118 4.0802 0.1268
C: 1.9050 3.1068 1.0243
C: 2.1860 1.7665 0.7822
O: 1.8571 0.7461 1.6096
C: 1.0112 0.9997 2.7079
H: -3.8148 -4.4174 -0.6391
H: -3.0927 -3.8459 0.9455
H: -1.5719 -4.8535 -1.5093
H: -0.7078 -3.9608 1.3136
H: 0.2021 -5.0670 0.2439
H: 0.5320 -3.1037 -1.2239
H: 0.6967 1.0790 -1.4878
H: -1.9618 -1.4552 -0.8293
H: -4.3055 -0.8898 -0.4246
H: -3.3009 3.2638 -0.2989
H: -0.9352 2.6973 -0.6901
H: 2.5311 -1.8783 -0.5835
H: 3.8567 2.1205 -2.1449
H: 3.3446 4.5061 -1.7008
H: 2.0804 5.1149 0.3325
H: 1.3754 3.3996 1.9169
H: 0.7524 0.0195 3.1031
H: 1.5185 1.5918 3.4759
H: 0.0939 1.5049 2.3925

No. 4
C20H19BrN2O4S | ωB97M-V/def2-TZVPD

Summary:
- electronic energy (hartree) = -4156.14619
- HOMO (Ha) = -0.301
- charge = 0
- SMILES = COc1cc(Br)c([C@H]2NS(=O)(=O)c3cccc4c(N(C)C)ccc2c34)cc1O
- ΔE to the lowest compared entry with this formula, charge and spin (eV) = 1.452

Element x y z (Å)
C: 2.7312 -1.3046 5.9012
O: 3.3845 -1.5844 4.6473
C: 2.6115 -1.7630 3.4877
C: 1.2193 -1.4839 3.3614
C: 0.5854 -1.4171 2.1156
Br: -1.3313 -1.0076 2.1117
C: 1.3024 -1.7057 0.9458
C: 0.6779 -1.6831 -0.4219
N: -0.2612 -2.7842 -0.3845
S: -1.0761 -3.0233 -1.8412
O: -2.1444 -4.0022 -1.5889
O: -0.1455 -3.4756 -2.8628
C: -1.6759 -1.3740 -2.2158
C: -2.6759 -1.3286 -3.1738
C: -3.1537 -0.0828 -3.5784
C: -2.6323 1.0711 -3.0152
C: -1.5697 1.0080 -2.0871
C: -0.9854 2.1785 -1.5711
N: -1.4865 3.4655 -1.7944
C: -0.9844 4.2334 -2.9724
C: -2.1735 4.1453 -0.6716
C: 0.1103 2.0940 -0.7046
C: 0.6490 0.8574 -0.3643
C: 0.0445 -0.3316 -0.8245
C: -1.0616 -0.2208 -1.7005
C: 2.6780 -1.9824 1.0536
C: 3.3218 -1.9938 2.3010
O: 4.6382 -2.2508 2.4532
H: 2.0724 -2.1546 6.2269
H: 3.5374 -1.1874 6.6401
H: 2.0709 -0.4281 5.9015
H: 0.5874 -1.2501 4.2308
H: 1.4733 -1.9312 -1.1723
H: -0.9644 -2.6861 0.3264
H: -3.0788 -2.2496 -3.5803
H: -3.9364 -0.0609 -4.3569
H: -3.0283 2.0338 -3.3173
H: -0.8485 5.2922 -2.7952
H: 0.0035 3.8658 -3.2648
H: -1.6272 4.1858 -3.8399
H: -3.0962 3.5954 -0.4386
H: -1.5159 4.1096 0.1885
H: -2.4729 5.1960 -0.8752
H: 0.5434 2.9811 -0.3530
H: 1.5225 0.7699 0.2865
H: 3.3165 -2.1984 0.1855
H: 4.8448 -2.1368 3.4020